1.
A cluster of 2 separate species, C4H12O in total. Source: the OMol25 dataset; level of theory: ωB97M-V/def2-TZVPD.

Values from the calculation:
SMILES ... CCO.CC
HOMO energy ... -0.3646 Eh
Gap between HOMO and LUMO ... 10.90 eV
LUMO ... 0.98 eV

Structure (ORCA input):
```
! RIJCOSX wB97M-V def2-TZVPD def2/J DEFGRID3
* xyz 0 1
C 1.186 -1.085 -1.421
C 2.131 -0.104 -0.609
O 2.080 1.198 -1.045
H 0.376 -1.393 -0.814
H 1.755 -1.926 -1.819
H 0.900 -0.766 -2.367
H 1.737 0.094 0.369
H 3.299 -0.454 -0.697
H 1.290 1.583 -1.432
C -1.304 0.264 1.790
C -2.395 0.564 0.676
H -1.442 0.901 2.538
H -1.431 -0.636 2.368
H -0.247 0.178 1.422
H -2.398 1.526 0.560
H -3.416 0.254 0.671
H -2.122 -0.198 -0.188
*
```

Charge distribution, natural (NBO) scheme, values in e: -0.66, -0.04, -0.76, 0.21, 0.22, 0.22, 0.17, 0.17, 0.48, -0.60, -0.61, 0.20, 0.20, 0.20, 0.19, 0.22, 0.20

---

2.
A structure of composition C47H40N7O3PrS3Se. Source: the OMol25 dataset; level of theory: ωB97M-V/def2-TZVPD.

Values from the calculation:
HOMO energy (spin up / spin down) ... -0.0884 / -0.0884 Eh
Gap between HOMO and LUMO (spin up / spin down) ... 5.27 / 5.27 eV
LUMO (spin up / spin down) ... 2.86 / 2.86 eV

Structure (ORCA input):
```
! RIJCOSX wB97M-V def2-TZVPD def2/J DEFGRID3
* xyz -2 3
Pr 11.021 14.456 13.434
O 12.369 15.234 15.136
C 12.857 16.314 15.595
C 14.141 16.233 16.219
C 14.609 17.274 16.967
C 14.008 18.550 16.930
C 12.881 18.715 16.146
C 12.183 17.606 15.558
C 10.978 17.734 14.753
N 10.481 16.948 13.867
C 9.253 17.381 13.104
C 8.062 16.594 13.595
N 8.610 15.310 13.990
C 7.664 14.550 14.528
C 7.801 13.434 15.454
C 6.671 12.838 15.886
C 6.730 11.735 16.747
C 8.031 11.246 17.091
C 9.150 11.849 16.720
C 9.135 12.961 15.792
O 10.211 13.461 15.287
H 14.638 15.303 16.083
H 15.453 17.151 17.684
H 14.374 19.373 17.554
H 12.519 19.729 15.908
H 10.403 18.681 14.897
H 9.323 17.238 12.007
H 9.161 18.440 13.328
H 7.358 16.613 12.746
H 7.500 17.051 14.390
H 6.640 14.644 14.182
H 5.734 13.231 15.575
H 5.851 11.292 17.223
H 8.076 10.347 17.755
H 10.159 11.592 17.037
C 14.288 18.400 10.432
C 14.467 17.269 9.636
C 14.034 16.032 10.110
C 13.622 15.853 11.440
C 13.262 17.024 12.147
C 13.596 18.272 11.650
N 13.292 14.597 11.985
N 13.911 13.597 11.475
C 14.056 12.565 12.381
C 15.319 12.040 12.516
C 15.671 11.320 13.654
C 14.729 11.304 14.716
C 13.397 11.679 14.504
C 13.022 12.300 13.337
H 14.676 19.355 10.155
H 15.009 17.409 8.696
H 14.113 15.144 9.474
H 12.742 16.865 13.072
H 13.270 19.161 12.156
H 16.019 12.227 11.699
H 16.605 10.745 13.750
H 15.087 10.905 15.649
H 12.627 11.453 15.273
C 7.893 9.191 6.779
C 8.577 9.796 8.010
C 8.152 11.025 8.491
C 8.657 11.599 9.692
C 8.240 12.976 10.069
C 9.660 10.863 10.459
C 10.293 11.354 11.659
O 10.024 12.414 12.309
C 10.152 9.681 9.845
C 11.336 8.967 10.380
C 9.657 9.156 8.673
H 8.497 9.554 5.875
H 6.886 9.650 6.620
H 7.898 8.100 6.739
H 7.415 11.587 7.934
H 7.184 13.207 10.060
H 8.555 13.620 9.272
H 8.707 13.235 10.996
H 11.019 10.569 12.031
H 12.126 9.716 10.453
H 11.668 8.197 9.739
H 11.253 8.568 11.404
H 9.991 8.140 8.380
Se 9.402 16.784 9.022
C 9.965 15.817 10.350
N 10.405 15.102 11.199
S 17.667 22.862 13.801
C 16.041 22.850 13.744
S 15.231 22.872 12.225
C 13.687 22.416 12.942
N 13.861 22.255 14.264
N 15.103 22.551 14.709
C 15.180 22.595 16.134
C 14.003 22.459 16.840
C 14.111 21.980 18.182
C 15.351 21.839 18.775
C 16.551 22.067 18.061
C 16.456 22.589 16.748
S 12.439 22.032 11.970
H 13.030 22.449 16.369
H 13.250 21.625 18.735
H 15.457 21.582 19.807
H 17.490 21.837 18.569
H 17.338 22.915 16.235
*
```

Results of the Löwdin charge analysis, in e, for atoms 1 through 99: 1.12, -0.19, -0.36, -0.02, -0.11, -0.11, -0.04, -0.12, -0.09, -0.05, -0.17, -0.22, -0.03, -0.05, -0.15, -0.09, -0.10, -0.13, -0.03, -0.29, -0.19, 0.10, 0.11, 0.07, 0.11, 0.13, 0.06, 0.11, 0.12, 0.11, 0.12, 0.09, 0.08, 0.11, 0.11, -0.07, -0.09, -0.04, -0.24, 0.00, -0.05, 0.00, 0.11, -0.34, -0.09, -0.12, -0.11, -0.15, -0.10, 0.09, 0.10, 0.10, 0.06, 0.07, 0.10, 0.09, 0.07, 0.09, -0.06, -0.25, -0.01, -0.12, -0.03, -0.07, -0.09, -0.12, -0.23, -0.06, -0.02, 0.10, 0.08, 0.07, 0.11, 0.09, 0.06, 0.04, 0.13, 0.10, 0.06, 0.10, 0.12, 0.52, -0.97, -0.04, 0.53, -1.14, 0.89, -1.26, -0.04, -0.16, -0.19, -0.03, -0.10, -0.14, -0.07, -0.04, 0.42, 0.10, 0.10

---

3.
A cluster of 12 separate species, C45H85N7O10 in total. Source: the OMol25 dataset; level of theory: ωB97M-V/def2-TZVPD.

Values from the calculation:
SMILES ... CNC(C)=O.CNC(C)=O.CNC(C)=O.CNC(C)=O.CNC(C)=O.c1ccncc1.c1ccncc1.C1CCOC1.C1CCOC1.C1CCOC1.C1CCOC1.C1CCOC1
HOMO energy ... -0.3423 Eh
Gap between HOMO and LUMO ... 9.42 eV
LUMO ... 0.11 eV

Structure (ORCA input):
```
! RIJCOSX wB97M-V def2-TZVPD def2/J DEFGRID3
* xyz 0 1
C -4.913 -6.028 -5.575
N -3.617 -6.725 -5.699
C -2.515 -6.445 -5.010
C -1.383 -7.414 -5.321
O -2.437 -5.460 -4.302
H -4.891 -5.193 -4.875
H -5.568 -6.733 -5.063
H -5.335 -5.866 -6.566
H -3.743 -7.619 -6.151
H -1.804 -8.418 -5.267
H -0.625 -7.286 -4.548
H -1.186 -7.144 -6.359
C -7.171 -4.956 0.590
N -7.418 -6.369 0.263
C -8.645 -6.822 -0.010
C -8.801 -8.213 -0.582
O -9.640 -6.135 0.074
H -6.486 -4.450 -0.090
H -6.900 -4.985 1.646
H -8.117 -4.451 0.398
H -6.763 -7.122 0.420
H -9.388 -8.263 -1.499
H -9.119 -8.958 0.147
H -7.808 -8.489 -0.938
C 1.670 -6.376 0.642
N 0.303 -6.720 1.054
C -0.014 -7.748 1.853
C 0.923 -8.253 2.969
O -1.095 -8.349 1.702
H 1.780 -5.546 -0.057
H 2.163 -7.253 0.222
H 2.396 -6.010 1.367
H -0.473 -6.496 0.448
H 0.469 -8.318 3.957
H 1.731 -7.522 2.995
H 1.313 -9.257 2.797
C 1.877 6.456 4.400
N 1.964 7.829 4.007
C 1.769 8.931 4.725
C 1.163 8.827 6.146
O 1.987 9.990 4.215
H 2.807 5.893 4.466
H 1.288 5.915 3.659
H 1.341 6.305 5.337
H 2.535 8.040 3.201
H 0.082 8.760 6.019
H 1.440 9.711 6.720
H 1.569 7.907 6.565
C -7.840 9.393 3.676
N -6.849 9.020 2.726
C -6.712 7.780 2.191
C -5.501 7.595 1.281
O -7.371 6.836 2.558
H -8.137 10.440 3.621
H -7.407 9.022 4.605
H -8.755 8.801 3.670
H -6.282 9.769 2.355
H -5.079 6.611 1.483
H -4.638 8.259 1.328
H -5.852 7.602 0.249
C 8.534 3.940 -1.940
C 7.207 3.689 -1.514
C 6.446 4.743 -1.035
N 6.975 5.995 -1.023
C 8.152 6.317 -1.509
C 8.974 5.329 -1.928
H 9.200 3.207 -2.371
H 6.851 2.670 -1.511
H 5.444 4.616 -0.651
H 8.442 7.357 -1.536
H 9.965 5.523 -2.311
C 1.780 -0.468 -6.753
C 1.264 -1.205 -7.779
C 1.073 -0.563 -8.959
N 1.361 0.773 -9.147
C 1.925 1.475 -8.170
C 2.053 0.881 -6.917
H 2.059 -0.940 -5.823
H 1.141 -2.278 -7.788
H 0.631 -1.078 -9.798
H 2.197 2.509 -8.324
H 2.547 1.490 -6.175
C -5.750 2.515 -3.888
C -7.025 2.871 -4.495
C -6.937 1.822 -5.644
O -6.531 0.613 -4.932
C -5.896 1.004 -3.816
H -5.664 2.770 -2.832
H -4.879 2.866 -4.441
H -7.155 3.915 -4.781
H -7.937 2.624 -3.951
H -6.164 2.092 -6.362
H -7.887 1.814 -6.179
H -4.946 0.491 -3.669
H -6.445 0.875 -2.883
C -4.994 2.229 6.579
C -4.135 1.047 6.830
C -2.880 1.681 7.305
O -2.921 3.020 6.996
C -4.091 3.366 6.279
H -5.404 2.492 7.554
H -5.793 2.305 5.841
H -4.152 0.495 5.890
H -4.606 0.374 7.547
H -2.065 1.098 6.877
H -2.820 1.436 8.366
H -3.822 3.233 5.231
H -4.405 4.381 6.521
C 7.377 -6.692 -4.215
C 8.135 -6.288 -2.939
C 7.484 -5.024 -2.497
O 6.433 -4.812 -3.500
C 6.821 -5.359 -4.791
H 6.453 -7.190 -3.921
H 8.026 -7.377 -4.761
H 9.220 -6.193 -2.936
H 8.024 -6.943 -2.074
H 8.220 -4.221 -2.511
H 7.120 -5.014 -1.470
H 7.577 -4.700 -5.217
H 5.970 -5.497 -5.458
C 9.270 0.844 4.702
C 8.238 -0.071 5.279
C 7.537 0.966 6.185
O 7.246 1.985 5.240
C 8.369 2.089 4.385
H 9.616 0.408 3.765
H 10.061 1.098 5.408
H 8.824 -0.806 5.831
H 7.589 -0.628 4.603
H 8.012 1.301 7.107
H 6.584 0.506 6.443
H 8.799 3.089 4.330
H 8.036 1.803 3.387
C 0.834 0.180 1.552
C -0.372 0.367 0.598
C 0.282 1.217 -0.419
O 1.647 0.809 -0.521
C 2.097 0.329 0.745
H 0.998 -0.780 2.042
H 0.800 1.051 2.207
H -1.199 0.896 1.074
H -0.678 -0.582 0.159
H 0.105 2.268 -0.192
H -0.120 1.076 -1.422
H 2.874 0.877 1.278
H 2.481 -0.690 0.704
*
```

Results of the Löwdin charge analysis, in e, for atoms 1 through 99: -0.05, -0.01, -0.60, 0.00, 0.04, 0.08, 0.07, 0.08, 0.13, 0.07, 0.08, 0.09, -0.05, 0.00, -0.59, -0.01, 0.03, 0.08, 0.09, 0.08, 0.13, 0.09, 0.08, 0.06, -0.08, 0.02, -0.53, 0.00, 0.00, 0.08, 0.08, 0.07, 0.14, 0.08, 0.05, 0.08, -0.09, 0.01, -0.59, 0.01, 0.05, 0.08, 0.08, 0.08, 0.15, 0.09, 0.08, 0.06, -0.09, -0.02, -0.56, -0.01, 0.05, 0.09, 0.09, 0.08, 0.13, 0.08, 0.07, 0.08, -0.04, -0.08, -0.13, 0.04, -0.19, -0.08, 0.09, 0.09, 0.10, 0.10, 0.09, -0.09, -0.10, -0.14, 0.05, -0.16, -0.08, 0.11, 0.11, 0.10, 0.10, 0.10, -0.22, -0.18, -0.15, -0.10, -0.29, 0.11, 0.12, 0.12, 0.12, 0.11, 0.11, 0.12, 0.12, -0.21, -0.19, -0.25, -0.11

---

4.
A cluster of 2 separate species, C3H11N2S in total. Source: the OMol25 dataset; level of theory: ωB97M-V/def2-TZVPD.

Values from the calculation:
HOMO energy ... -0.4674 Eh
Gap between HOMO and LUMO ... 9.33 eV
LUMO ... -3.38 eV

Structure (ORCA input):
```
! RIJCOSX wB97M-V def2-TZVPD def2/J DEFGRID3
* xyz 1 1
C 1.506 -1.855 1.641
S 0.299 -0.748 0.754
C 1.334 0.809 0.721
H 2.132 -2.263 0.856
H 2.071 -1.182 2.264
H 0.944 -2.666 2.061
H 0.871 1.532 1.390
H 1.234 1.099 -0.311
H 2.277 0.619 1.185
N -1.260 -0.059 -2.269
C -1.788 0.884 -1.524
N -1.841 0.929 -0.219
H -0.594 -0.665 -1.793
H -1.151 0.059 -3.263
H -2.309 1.706 -2.007
H -1.405 0.131 0.250
H -2.321 1.669 0.264
*
```

Charge distribution, natural (NBO) scheme, values in e: -0.66, 0.03, -0.69, 0.23, 0.23, 0.25, 0.23, 0.22, 0.24, -0.72, 0.40, -0.71, 0.43, 0.44, 0.22, 0.41, 0.44

---

Number 1: strongest force on any atom 8.2 eV Å⁻¹, electronic energy -234.7278 Ha. Number 2: strongest force on any atom 4.3 eV Å⁻¹, electronic energy -6537.0618 Ha. Number 3: strongest force on any atom 3.9 eV Å⁻¹, electronic energy -2901.0722 Ha. Number 4: strongest force on any atom 2.3 eV Å⁻¹, electronic energy -628.3503 Ha.